{"formula": "C19H23AsN2O2SV", "method": "ωB97M-V/def2-TZVPD", "gap_ha": [0.2829, 0.2822], "spin_multiplicity": 1, "largest_force_ev_per_a": 2.180, "total_charge": 1, "energy_ev": -124509.74300, "homo_energy_ev": [-10.47, -10.49], "e_lumo_ev": [-2.8, -2.8], "symbols": ["V", "O", "C", "C", "C", "C", "C", "C", "C", "N", "C", "C", "N", "C", "C", "C", "C", "C", "C", "C", "O", "H", "H", "H", "H", "H", "H", "H", "H", "H", "H", "H", "H", "H", "H", "C", "As", "C", "C", "S", "H", "H", "H", "H", "H", "H", "H", "H", "H"], "xyz": [[-0.1191, -0.7886, 0.3369], [-1.4224, -0.2271, 1.3734], [-2.5401, -0.6077, 1.9783], [-3.1925, 0.2247, 2.8842], [-4.3564, -0.2111, 3.4792], [-4.8930, -1.4714, 3.1864], [-4.2439, -2.2956, 2.3004], [-3.0524, -1.8806, 1.6827], [-2.3505, -2.7682, 0.7868], [-1.2145, -2.5155, 0.2272], [-0.6069, -3.5512, -0.6337], [0.1642, -2.8129, -1.7243], [0.9732, -1.7999, -1.0394], [2.2246, -1.6957, -1.3055], [3.1050, -0.7029, -0.7126], [4.4578, -0.6527, -1.0761], [5.2967, 0.2934, -0.5324], [4.7966, 1.2015, 0.4048], [3.4679, 1.1770, 0.7806], [2.6154, 0.2342, 0.2137], [1.3181, 0.2133, 0.5222], [-2.7722, 1.1959, 3.1081], [-4.8621, 0.4338, 4.1863], [-5.8103, -1.7924, 3.6595], [-4.6425, -3.2769, 2.0709], [-2.8205, -3.7316, 0.5900], [-1.3617, -4.2178, -1.0511], [0.0928, -4.1398, -0.0376], [-0.5487, -2.2986, -2.3706], [0.7771, -3.4836, -2.3278], [2.6692, -2.3781, -2.0301], [4.8372, -1.3754, -1.7892], [6.3353, 0.3362, -0.8281], [5.4598, 1.9306, 0.8523], [3.0783, 1.8618, 1.5227], [-1.3192, 3.7145, -2.2980], [-0.2403, 2.4355, -1.3711], [-0.1864, 2.9965, 0.4647], [1.5243, 2.6630, -2.0788], [-1.0720, 0.5279, -1.7357], [-0.8716, 4.7054, -2.2478], [-2.3091, 3.7231, -1.8474], [-1.4053, 3.3931, -3.3337], [0.8242, 2.8773, 0.8448], [-0.8689, 2.3770, 1.0410], [-0.4831, 4.0424, 0.5193], [1.9045, 3.6424, -1.7904], [1.4684, 2.5912, -3.1630], [2.1750, 1.8833, -1.6919]], "forces_ev_per_angstrom": [[-1.0, 1.0, -1.7], [-0.8, 0.3, 1.4], [0.1, -0.3, -0.3], [-0.1, 0.1, 0.1], [0.0, 0.0, 0.0], [0.0, 0.0, 0.0], [0.0, 0.0, 0.0], [0.1, -0.2, -0.1], [0.0, 0.1, 0.1], [-0.1, -0.4, -0.4], [0.1, 0.3, 0.0], [0.0, -0.1, 0.3], [0.4, -0.9, 0.0], [0.1, 0.3, 0.0], [-0.1, -0.2, -0.1], [0.0, -0.1, 0.0], [0.0, 0.0, 0.0], [0.0, 0.0, 0.0], [0.1, 0.0, 0.1], [-0.2, -0.3, -0.3], [1.5, 0.7, 0.5], [0.0, 0.0, 0.0], [0.0, 0.0, 0.0], [0.0, 0.0, 0.0], [0.0, 0.0, 0.0], [0.0, 0.0, 0.0], [0.0, 0.0, 0.0], [0.0, 0.0, 0.1], [0.1, 0.1, -0.1], [0.0, 0.0, 0.0], [0.0, 0.1, -0.1], [0.0, 0.0, 0.0], [0.0, 0.0, 0.0], [0.0, 0.0, 0.0], [0.0, 0.0, 0.0], [-0.1, 0.0, -0.1], [0.0, 0.2, 0.0], [0.0, 0.0, 0.1], [0.1, 0.0, -0.1], [0.2, -0.7, 0.5], [0.0, 0.0, 0.0], [0.0, 0.0, 0.0], [0.0, 0.0, 0.0], [0.0, 0.0, 0.0], [0.0, 0.0, 0.0], [0.0, 0.0, 0.0], [0.0, 0.0, 0.0], [0.0, 0.0, 0.0], [0.0, 0.0, 0.0]]}